Record 1
A structure of composition C35H48F5N3P2RuS in a non-equilibrium geometry, computed with ωB97M-V/def2-TZVPD.

Each line ends with the Löwdin spin population.
Geometry (Å):
Ru 0.14 -0.23 0.34  0.64
C 2.76 1.14 3.27  0.00
C 2.20 2.14 2.25  0.00
C 3.00 3.44 2.32  0.00
P 1.98 1.30 0.61  0.00
C 2.05 2.54 -0.76  0.00
C 3.37 3.30 -0.94  0.00
C 1.77 1.82 -2.09  0.00
C 3.33 0.21 0.23  0.03
C 4.68 0.55 0.29  0.00
C 5.64 -0.27 -0.27  0.03
C 5.21 -1.41 -0.95  0.00
C 3.88 -1.78 -0.97  0.03
C 2.91 -1.01 -0.30  0.00
N 1.56 -1.40 -0.19  0.18
C 1.30 -2.81 -0.33  0.00
C 2.22 -3.80 0.03  0.02
C 1.98 -5.13 -0.25  0.00
C 0.80 -5.52 -0.90  0.02
C -0.16 -4.57 -1.15  0.00
C 0.07 -3.23 -0.82  0.02
P -1.15 -1.93 -0.80  -0.01
C -2.63 -2.63 0.10  0.00
C -2.21 -3.39 1.35  0.00
C -3.59 -3.50 -0.73  0.00
C -1.72 -1.70 -2.54  0.00
C -2.83 -0.66 -2.63  0.00
C -0.53 -1.30 -3.42  0.00
H 2.67 1.56 4.27  0.00
H 3.81 0.93 3.08  0.00
H 2.22 0.20 3.25  0.00
H 1.17 2.37 2.52  0.00
H 4.05 3.29 2.06  0.00
H 2.97 3.80 3.35  0.00
H 2.59 4.22 1.68  0.00
H 1.24 3.24 -0.54  0.00
H 4.16 2.63 -1.26  0.00
H 3.70 3.83 -0.05  0.00
H 3.22 4.05 -1.72  0.00
H 2.62 1.19 -2.36  0.00
H 1.62 2.55 -2.89  0.00
H 0.88 1.19 -2.05  0.00
H 4.98 1.48 0.77  0.00
H 6.68 -0.02 -0.22  0.00
H 5.93 -2.03 -1.46  0.00
H 3.59 -2.66 -1.52  0.00
H 3.12 -3.52 0.56  0.00
H 2.71 -5.87 0.03  0.00
H 0.63 -6.56 -1.15  0.00
H -1.11 -4.86 -1.59  0.00
H -3.17 -1.72 0.41  0.00
H -1.82 -4.37 1.09  0.00
H -3.08 -3.54 2.00  0.00
H -1.45 -2.88 1.93  0.00
H -3.17 -4.49 -0.90  0.00
H -3.86 -3.07 -1.69  0.00
H -4.51 -3.63 -0.16  0.00
H -2.09 -2.67 -2.85  0.00
H -2.47 0.32 -2.31  0.00
H -3.70 -0.91 -2.02  0.00
H -3.17 -0.57 -3.67  0.00
H -0.04 -0.40 -3.04  0.00
H -0.87 -1.10 -4.43  0.00
H 0.22 -2.09 -3.46  0.00
F 2.11 -2.11 2.30  0.00
C 0.97 -1.71 2.88  0.00
C 0.02 -0.95 2.20  0.00
C -1.11 -0.63 2.94  0.01
F -2.14 0.01 2.35  0.00
C -1.29 -0.98 4.27  0.00
F -2.39 -0.62 4.92  0.00
C -0.31 -1.71 4.91  0.00
F -0.45 -2.06 6.19  0.00
C 0.82 -2.09 4.21  0.00
F 1.77 -2.81 4.81  0.00
C -1.53 3.63 -2.80  0.00
N -2.52 3.68 -1.73  0.01
C -3.07 5.02 -1.51  0.00
C -2.57 2.74 -0.77  0.01
S -1.17 1.78 -0.51  0.02
N -3.72 2.61 -0.09  0.00
C -3.78 1.89 1.17  0.00
C -5.01 2.99 -0.65  0.00
H -1.94 4.14 -3.67  0.00
H -1.32 2.59 -3.06  0.00
H -0.60 4.11 -2.50  0.00
H -2.26 5.74 -1.53  0.00
H -3.56 5.08 -0.55  0.00
H -3.79 5.28 -2.30  0.00
H -2.87 2.04 1.73  0.00
H -3.93 0.82 1.01  0.00
H -4.62 2.28 1.74  0.00
H -4.91 3.26 -1.69  0.00
H -5.46 3.81 -0.10  0.00
H -5.67 2.12 -0.57  0.00

Computed properties:
Orbital gap (spin up / spin down) ... 7.057 / 6.541 eV
Energy above the lowest of the compared OMol25 structures with the same formula, charge and spin ... 0.000 eV
Total charge ... +1
Max |F| ... 0.0426 Eh/bohr
2S+1 ... 2

Record 2
A structure of composition ClHNO3P in a non-equilibrium geometry, computed with ωB97M-V/def2-TZVPD.

Each line ends with the natural charge from an NBO analysis.
Geometry (Å):
N 1.20 -0.74 0.03  -0.02
O -1.30 1.72 -0.08  -1.00
O 0.49 0.02 1.05  -0.64
O 0.49 -0.18 -1.13  -0.62
P -0.72 0.38 -0.03  2.15
Cl -2.21 -0.94 0.02  -0.22
H 2.05 -0.24 0.14  0.34

Computed properties:
Orbital gap ... 11.403 eV
Energy above the lowest of the compared OMol25 structures with the same formula, charge and spin ... 0.000 eV
Total charge ... 0
Max |F| ... 0.0473 Eh/bohr

Record 3
A cluster of 2 separate species, C3H11N5 in total, computed with ωB97M-V/def2-TZVPD.

Each line ends with the natural charge from an NBO analysis.
Geometry (Å):
N 1.06 1.35 -0.47  -0.83
C 1.76 0.55 -1.36  0.57
N 1.33 0.64 -2.67  -0.82
N 2.65 -0.31 -1.05  -0.77
H 1.53 1.53 0.41  0.39
H 0.70 2.21 -0.85  0.37
H 1.05 1.54 -3.01  0.37
H 1.93 0.13 -3.30  0.40
H 2.82 -0.33 -0.05  0.33
C -1.67 -0.19 1.03  -0.14
C -1.36 -1.39 1.51  -0.01
N -0.60 -2.35 0.83  -0.81
N -2.52 0.71 1.75  -0.85
H -1.27 0.12 0.07  0.17
H -1.75 -1.70 2.47  0.19
H -0.10 -2.96 1.45  0.37
H 0.05 -1.95 0.16  0.38
H -3.45 0.76 1.34  0.36
H -2.15 1.65 1.75  0.35

Computed properties:
Orbital gap ... 8.446 eV
Energy above the lowest of the compared OMol25 structures with the same formula, charge and spin ... 0.359 eV
Total charge ... 0
Max |F| ... 0.0084 Eh/bohr

Record 4
A cluster of 3 separate species, C4H11NO2 in total in a non-equilibrium geometry, computed with ωB97M-V/def2-TZVPD.

Each line ends with the natural charge from an NBO analysis.
Geometry (Å):
C 2.13 -1.46 -0.80  -0.66
C 0.95 -1.36 0.20  0.18
C -0.42 -1.70 -0.16  -0.52
C 0.33 -0.71 2.26  0.09
N 1.24 -0.79 1.38  -0.48
H 2.24 -2.31 -1.57  0.23
H 2.11 -0.60 -1.41  0.22
H 3.13 -1.59 -0.39  0.23
H -1.18 -1.69 0.55  0.19
H -0.56 -2.19 -1.16  0.21
H 0.57 -1.20 3.20  0.17
H -0.58 -0.17 2.12  0.15
H 0.98 2.80 -0.01  0.47
H 1.70 3.96 -0.75  0.47
O 1.07 3.76 -0.08  -0.94
H -4.43 1.24 -2.69  0.46
H -3.55 1.20 -1.46  0.47
O -4.46 0.93 -1.80  -0.93

Computed properties:
Orbital gap ... 7.550 eV
Energy above the lowest of the compared OMol25 structures with the same formula, charge and spin ... 4.433 eV
Total charge ... 0
Max |F| ... 0.1045 Eh/bohr

Q: Which of these has the highest energy above the lowest of the compared OMol25 structures with the same formula, charge and spin?
A: C4H11NO2

Q: total charge of number 2 (ClHNO3P)?
A: 0

Q: Which value of max |F| does entry 1 give?
A: 0.0426 Eh/bohr